1.
111
Properties=species:S:1:pos:R:3:forces:R:3:mulliken_charge:R:1 method="wB97M-V/def2-TZVPD" total_energy_ev=-237072.87623 e_above_lowest_kcal_mol=21.3 charge=+1
C -2.7530 5.2582 -0.7056 0.029 -0.002 -0.016 -0.707
C 8.2124 -3.0201 2.5673 0.010 -0.035 0.011 -0.707
C 3.7427 -5.0716 3.3646 0.007 -0.027 0.062 -0.846
H -4.1468 0.4616 1.1897 0.042 0.007 -0.009 0.834
H -1.8100 -1.0183 6.2319 0.011 0.002 0.026 0.401
C -6.0386 -3.8335 0.3279 -0.039 -0.028 -0.005 -0.823
H -5.7170 4.7834 0.8574 -0.029 0.015 0.013 0.419
C 5.0068 -0.0833 -2.6291 -0.020 0.046 0.056 -0.290
H -1.3851 3.7032 -1.2564 0.013 -0.019 -0.004 0.323
C 4.8909 -0.4816 -3.9485 -0.014 -0.011 -0.015 -0.766
C 6.8982 -2.6585 2.8163 0.037 -0.029 0.052 -0.293
P 6.1671 0.0817 -0.1317 -0.202 -0.357 -0.194 -0.205
H 8.7059 -3.7458 3.2000 0.001 -0.011 0.009 0.434
C 1.2208 2.6417 -1.2693 -0.155 -0.400 -0.027 0.678
C -3.5133 1.4354 -2.9189 -0.091 0.085 0.007 -0.702
C 6.2029 -4.8624 -1.2874 0.025 0.024 -0.053 -0.895
H 0.1005 -1.1291 4.6653 0.025 -0.006 0.012 0.471
Se 0.9916 -2.7960 -0.3658 0.610 -0.619 -0.212 -0.569
H 1.4189 4.7249 -1.3012 0.025 0.006 0.022 0.413
H 2.7551 -3.6414 -2.5319 0.017 -0.017 0.011 0.446
C -2.4418 -1.3553 2.4398 0.180 0.003 -0.122 0.538
H 1.3772 3.9558 0.3113 0.044 0.040 0.001 0.251
C 3.7002 -4.5915 2.0650 -0.078 -0.096 -0.093 -0.241
H -5.6810 -1.7975 0.8590 -0.014 0.013 0.016 0.341
H -0.7477 -0.4080 -2.2420 -0.083 0.139 -0.058 0.515
P 3.1384 -2.6339 0.1505 -0.208 0.217 0.038 0.740
C -4.3431 3.2309 0.3249 -0.048 -0.055 0.035 -0.178
C 8.9089 -2.4250 1.5220 0.009 0.000 -0.009 -0.878
P -2.7635 -1.4380 0.6638 -0.377 -0.036 0.275 0.699
H -4.3027 6.5889 -0.0562 -0.009 0.026 0.003 0.400
H 3.4539 -4.6184 5.4387 0.006 -0.018 0.025 0.421
H 6.3263 -5.9039 -3.1570 0.026 -0.026 -0.013 0.426
C 3.3223 -3.2756 1.8272 0.059 0.167 0.028 0.884
C 6.7641 -1.9530 -3.6669 0.003 -0.044 -0.016 -0.654
C -2.3299 3.9437 -0.7833 0.062 0.041 -0.045 -0.393
C -4.7666 4.5500 0.3988 -0.029 -0.009 0.019 -0.778
C -3.2963 -4.0249 -0.0825 0.120 -0.037 0.005 -0.520
C -5.4772 -5.0292 -0.0970 -0.022 -0.012 0.002 -0.490
H 4.1182 -0.0534 -4.5722 -0.020 0.021 -0.013 0.452
H -4.4779 -0.1267 -0.4632 0.011 -0.006 -0.006 0.684
O -1.2101 1.0956 0.3951 0.763 0.009 0.019 -0.840
C 5.4403 -4.0325 -0.4874 0.029 0.002 0.072 0.196
C -3.8553 -2.8264 0.3476 0.031 0.153 0.020 0.645
C 2.9779 -2.4449 2.8951 0.010 0.071 -0.068 -0.689
H 4.0378 -6.0958 3.5447 0.005 -0.027 0.013 0.467
H 7.6544 -1.9935 -1.7257 -0.011 0.010 -0.017 0.231
Pd 0.3581 -0.6072 0.0263 -0.874 -0.241 0.425 1.154
H -7.1060 -3.7576 0.4803 -0.028 -0.001 0.002 0.420
H -4.4403 1.5998 -4.8350 -0.019 0.013 -0.032 0.442
C 6.8786 -1.5579 -2.3418 0.047 -0.095 0.110 -0.068
O -1.5334 -1.5818 -0.2013 0.315 0.110 -0.073 0.176
H 3.9550 -5.2514 1.2458 -0.015 0.023 0.015 0.556
H 5.8159 -3.7343 0.4827 -0.004 0.001 -0.008 0.291
H 2.6866 -1.4148 2.7145 0.004 -0.048 0.009 0.528
Se 7.0769 1.9418 -0.1080 0.108 0.183 0.015 -0.323
H -4.5345 -1.3681 2.9729 -0.027 -0.001 -0.038 0.321
C 3.0311 -2.9286 4.1893 -0.009 -0.006 0.020 -0.814
H 9.9448 -2.6800 1.3455 0.028 -0.010 0.001 0.444
C 3.7229 -3.9832 -2.1853 -0.109 0.089 -0.142 -0.752
C -3.1241 2.9229 -0.2645 -0.012 -0.145 0.041 0.077
H -4.9776 2.4517 0.7267 -0.005 -0.014 0.005 0.323
C -1.6692 -0.2113 -4.1512 0.034 -0.043 0.074 -1.003
C 5.7726 -1.4176 -4.4712 -0.009 -0.018 -0.038 -0.602
N 0.8050 1.6335 -1.6274 0.066 0.179 -0.379 -0.378
C -2.4774 0.8809 -2.1665 0.077 0.162 0.069 0.951
C -1.1389 -1.3045 2.9312 -0.126 -0.054 -0.298 0.356
C 4.1895 -3.6007 -0.9340 0.019 0.099 0.130 0.384
C -3.6309 1.1611 -4.2690 -0.017 -0.001 -0.066 -0.801
H 2.8298 3.8185 -0.6981 0.013 0.034 0.047 0.399
C -1.9838 -1.1188 5.1696 -0.001 0.003 -0.002 -0.600
C 4.4990 -4.8055 -2.9847 -0.001 -0.017 -0.051 -0.789
H -0.9386 -0.8497 -4.6283 0.017 -0.020 -0.017 0.499
H -6.1097 -5.8880 -0.2736 -0.022 -0.022 -0.002 0.395
N 2.5462 1.0835 0.7257 -0.232 0.014 0.086 -0.756
H 5.2561 -1.4295 2.2226 0.063 0.025 -0.007 0.865
C -1.5590 0.0483 -2.7931 0.145 -0.184 -0.022 -0.049
H 7.4557 -2.6807 -4.0694 0.024 -0.022 -0.010 0.464
H 6.3570 -3.0907 3.6475 -0.017 -0.020 0.031 0.457
C -3.9722 5.5612 -0.1139 -0.003 0.032 -0.002 -0.530
H -4.2331 2.0998 -2.4573 -0.008 0.017 0.032 0.437
C 8.2874 -1.4848 0.7184 0.021 0.008 -0.051 -0.445
C 5.9983 -0.6256 -1.8094 0.107 0.096 0.023 0.709
C -5.2305 -2.7319 0.5472 -0.002 0.053 0.002 -0.482
C -2.7018 0.3400 -4.8904 -0.029 0.022 -0.005 -0.595
C 1.7418 3.8678 -0.7118 0.124 0.232 0.075 -1.226
H -0.3130 -1.3666 2.2290 0.012 0.016 0.202 0.293
C -4.1099 -5.1241 -0.3042 0.024 -0.011 -0.009 -0.666
C -3.6982 0.0782 0.2712 0.005 0.032 0.019 -1.850
N 2.2426 -0.1645 0.4313 -0.102 0.507 -0.015 0.555
H 5.6898 -1.7225 -5.5063 -0.001 -0.005 -0.005 0.433
C 6.2730 -1.7250 2.0037 -0.123 0.099 0.047 -0.860
H 4.3304 0.6684 -2.2398 -0.013 0.004 0.012 0.436
H -2.2285 -4.0901 -0.2520 -0.015 0.002 0.003 0.390
H -4.1195 -1.1530 5.3710 -0.016 0.000 0.018 0.423
H 4.1348 -5.1027 -3.9581 -0.003 -0.007 -0.022 0.463
N 3.8376 1.2386 0.6730 0.126 0.175 -0.068 -0.534
C 6.9502 -1.1533 0.9358 0.079 0.025 -0.126 0.625
C -3.5132 -1.3069 3.3282 -0.059 0.014 -0.018 -0.533
C -3.2835 -1.1897 4.6866 -0.019 0.000 0.077 -0.827
H 2.7796 -2.2799 5.0170 -0.001 0.021 0.020 0.496
C 3.4137 -4.2432 4.4255 0.006 0.000 0.000 -0.732
H 7.1692 -5.1989 -0.9386 0.028 -0.017 0.014 0.499
C -0.9132 -1.1804 4.2926 0.029 -0.036 -0.014 -0.709
C 5.7302 -5.2524 -2.5331 0.016 0.006 -0.015 -0.703
C 4.4135 0.0696 0.3372 0.043 -0.105 0.227 0.316
P -2.4678 1.2549 -0.3975 -0.388 -0.041 -0.089 1.104
H -2.1365 6.0487 -1.1101 0.019 0.019 -0.011 0.440
H -3.6753 -6.0543 -0.6427 0.007 -0.020 -0.009 0.436
H -2.7812 0.1348 -5.9486 -0.010 -0.009 -0.042 0.405
H 8.8460 -0.9842 -0.0637 0.001 -0.002 0.018 0.577
C 3.3869 -0.8621 0.2027 -0.043 -0.269 -0.041 0.238

---

2.
26
Properties=species:S:1:pos:R:3:forces:R:3:mulliken_charge:R:1 method="wB97M-V/def2-TZVPD" total_energy_ev=-18705.01991 e_above_lowest_kcal_mol=34.7 charge=-1
O 1.5691 -3.5243 0.5239 -0.905 -1.496 -0.498 -0.681
H -1.6976 -0.5809 1.3356 -0.476 0.407 0.217 0.326
O 2.4487 1.9703 0.3034 -1.799 -0.676 0.701 -0.700
O -0.1290 -1.1476 -1.6688 0.385 -1.130 1.247 -0.673
O -0.6475 1.7483 1.7701 -0.910 -0.023 0.987 -0.684
H -0.1364 -0.9944 1.3825 -1.679 -0.236 0.948 0.313
H 1.7391 2.4167 0.7987 0.682 1.112 -0.131 0.323
H 0.1510 -1.9856 -1.2138 0.018 0.925 -0.975 0.360
H -0.2054 -0.5907 -0.8704 0.498 0.275 -0.647 0.297
H 1.3677 -2.6258 0.7677 -0.230 0.985 0.232 0.326
H -1.6636 2.5258 -0.5077 -0.784 1.598 -0.473 0.326
H -3.1025 -0.7537 -1.1859 0.911 -0.770 -0.254 0.251
H 0.9887 0.0244 -3.2653 -0.701 -0.554 0.810 0.328
O 1.1645 -0.2764 1.0026 -2.829 -0.108 -1.920 -0.936
O 1.6706 0.4182 -3.7885 1.112 0.627 -0.514 -0.673
H -1.8084 3.1969 0.7102 -0.414 0.978 -0.754 0.365
H -1.0298 1.2375 2.5126 0.146 0.576 -0.448 0.301
O -1.1633 -1.3029 1.6549 2.675 -0.033 -0.511 -0.739
H -0.0604 1.0715 1.4132 0.971 -0.552 -0.420 0.359
H 1.9020 1.1223 0.4184 1.258 -0.318 -0.718 0.396
H 0.6999 -3.9877 0.4410 1.080 0.755 0.277 0.319
H -1.7622 -1.1269 -0.2459 1.019 -2.162 -0.613 0.353
O -2.5150 -0.6278 -0.4434 -2.917 2.943 0.575 -0.603
O -2.0222 3.4283 -0.2370 1.213 -2.640 1.208 -0.684
H 1.8975 -0.3455 1.5455 2.122 -0.328 1.847 0.103
H 2.3445 0.7100 -3.1537 -0.447 -0.159 -0.173 0.327

---

3.
8
Properties=species:S:1:pos:R:3:forces:R:3:mulliken_charge:R:1 method="wB97M-V/def2-TZVPD" total_energy_ev=-40031.54260 e_above_lowest_kcal_mol=51.3 charge=0 smiles="O=CC=S.ClCl"
Cl -2.6678 -1.2366 0.3829 0.866 -0.647 0.514 0.002
H 1.5089 0.4176 -1.4782 -0.084 -0.299 0.746 0.301
C 1.5610 -0.0465 -0.4633 -0.339 1.008 -1.412 -0.145
Cl -4.0908 -0.2169 -0.4523 -0.841 0.636 -0.508 -0.004
O -0.1221 1.5585 0.1940 1.360 -2.076 0.484 -0.434
S 2.6702 -1.1668 -0.1856 -0.377 0.085 0.501 -0.167
H 0.5801 0.1081 1.5092 -0.318 0.362 -0.415 0.343
C 0.5605 0.5825 0.4933 -0.267 0.933 0.089 0.104